--- a ---
The following is a quantum chemistry calculation of a structure of composition C2H3BrClN, from OMol25.

```
8
Properties=species:S:1:pos:R:3:mulliken_charge:R:1
C 0.77 0.04 0.51 -0.191
C -0.58 -0.01 -0.03 0.176
N 0.45 -0.11 -0.91 -0.370
Cl -1.71 -1.98 0.12 -0.333
Br -1.91 1.30 0.07 -0.016
H 1.13 1.00 0.88 0.252
H 1.22 -0.83 0.97 0.208
H 0.64 0.58 -1.62 0.273
```

Kohn-Sham gap: 9.6 eV
Multiplicity: 1

=====

--- b ---
The following is a quantum chemistry calculation of a structure of composition C2H3BrClN, from OMol25.

```
8
Properties=species:S:1:pos:R:3:mulliken_charge:R:1
C 1.52 0.02 0.20 -0.272
C -1.60 0.36 -0.64 0.078
N 0.32 -0.30 -0.03 -0.322
Cl -1.90 1.82 0.15 -0.069
Br -2.60 -1.06 0.11 -0.125
H 1.74 1.02 0.57 0.241
H 2.36 -0.63 0.02 0.225
H 0.15 -1.24 -0.37 0.244
```

Kohn-Sham gap: 8.3 eV
Multiplicity: 1

=====

Which is most stable, and by how much? a, by 1.537 eV.

=====

--- a ---
The following is a quantum chemistry calculation of a cluster of 6 separate species, C12H18N6 in total, from OMol25.

```
36
Properties=species:S:1:pos:R:3:mulliken_charge:R:1
C -10.99 -12.49 -11.88 -0.558
C -11.48 -11.19 -12.25 0.321
N -11.89 -10.13 -12.53 -0.459
H -9.91 -12.38 -11.97 0.143
H -11.28 -13.08 -12.75 0.256
H -11.35 -12.87 -10.93 0.277
C -9.64 -6.88 -8.14 -0.770
C -9.03 -8.08 -7.57 0.353
N -8.57 -9.06 -7.11 -0.405
H -9.19 -6.77 -9.13 0.250
H -9.44 -6.05 -7.46 0.274
H -10.70 -7.03 -8.37 0.284
C -4.17 -13.77 -4.43 -0.784
C -5.13 -12.94 -5.27 0.338
N -5.83 -12.31 -5.97 -0.376
H -3.49 -13.04 -3.99 0.263
H -3.54 -14.43 -5.02 0.287
H -4.72 -14.36 -3.70 0.270
C -8.93 -12.40 -6.56 -0.661
C -8.96 -12.49 -8.03 0.149
N -8.97 -12.57 -9.17 -0.357
H -9.87 -12.37 -6.00 0.374
H -8.34 -11.56 -6.22 0.184
H -8.54 -13.37 -6.25 0.319
C -8.91 -11.82 -3.16 -0.798
C -8.27 -13.16 -3.25 0.420
N -7.89 -14.23 -3.33 -0.444
H -8.35 -11.08 -3.73 0.251
H -8.87 -11.63 -2.09 0.341
H -9.91 -11.94 -3.58 0.256
C -7.22 -9.95 -11.12 -0.530
C -7.71 -10.71 -12.30 0.326
N -8.03 -11.21 -13.27 -0.409
H -7.12 -8.88 -11.29 0.296
H -6.29 -10.43 -10.82 0.258
H -7.90 -10.05 -10.27 0.062
```

Kohn-Sham gap: 11.2 eV
Multiplicity: 1
SMILES: CC#N.CC#N.CC#N.CC#N.CC#N.CC#N

=====

--- b ---
The following is a quantum chemistry calculation of a cluster of 6 separate species, C12H18N6 in total, from OMol25.

```
36
Properties=species:S:1:pos:R:3:mulliken_charge:R:1
C -0.55 2.60 0.85 0.424
C -1.18 3.34 1.95 0.135
N -1.66 3.95 2.76 -0.447
H -1.05 3.03 -0.01 0.324
H -0.93 1.58 0.93 -0.810
H 0.52 2.61 1.06 0.209
C -2.00 -1.08 0.83 -0.347
C -2.53 0.30 0.98 0.305
N -2.86 1.41 1.03 -0.527
H -1.16 -1.04 0.14 -0.376
H -2.67 -1.81 0.38 0.612
H -1.72 -1.49 1.80 0.448
C 3.20 0.58 0.87 -0.558
C 2.80 0.98 2.21 0.424
N 2.39 1.29 3.24 -0.433
H 2.30 0.63 0.27 0.209
H 3.51 -0.47 0.92 0.260
H 4.03 1.19 0.51 0.378
C 0.24 -2.79 -0.88 -0.653
C -1.07 -3.33 -0.66 0.719
N -2.15 -3.74 -0.44 -0.635
H 0.71 -3.08 0.06 0.388
H 0.36 -1.73 -1.11 0.184
H 0.78 -3.29 -1.68 0.380
C -0.76 0.81 -3.32 -1.127
C 0.09 -0.21 -2.77 0.550
N 0.80 -0.98 -2.24 -0.615
H -0.53 0.86 -4.39 0.390
H -0.42 1.80 -3.01 0.306
H -1.81 0.56 -3.22 0.305
C 0.58 0.00 0.14 -0.778
C 0.44 -1.19 1.12 0.417
N 0.34 -2.05 1.84 -0.636
H 1.12 -0.39 -0.72 0.821
H 1.18 0.68 0.74 -1.247
H -0.35 0.44 -0.20 1.002
```

Kohn-Sham gap: 10.8 eV
Multiplicity: 1
SMILES: CC#N.CC#N.CC#N.CC#N.CC#N.CC#N

=====

Which is most stable, and by how much? a, by 6.126 eV.

=====

--- a ---
The following is a quantum chemistry calculation of an isolated molecule of C6H10ClNO2, from OMol25.

```
20
Properties=species:S:1:pos:R:3:mulliken_charge:R:1
C 1.91 1.09 -0.37 -0.549
O 0.51 1.02 -0.07 -0.257
N 0.27 0.16 0.96 0.273
C 0.38 0.70 2.29 -0.975
C -0.41 -1.00 0.75 0.260
O -0.84 -1.76 1.59 -0.628
C -0.53 -1.33 -0.82 0.832
Cl 0.88 -1.97 -1.61 -0.230
C -1.58 -0.70 -1.66 -0.607
C -1.78 -2.13 -1.12 -0.820
H 2.09 1.73 -1.22 0.261
H 2.34 0.00 -0.49 0.248
H 2.51 1.61 0.40 0.255
H -0.32 1.63 2.51 0.294
H -0.12 -0.07 3.07 0.322
H 1.32 1.04 2.68 0.303
H -1.44 -0.81 -2.76 0.255
H -2.19 0.23 -1.50 0.227
H -2.33 -2.50 -0.29 0.248
H -1.52 -2.92 -1.83 0.290
```

Kohn-Sham gap: 10.6 eV
Multiplicity: 1
SMILES: CON(C)C(=O)C1(Cl)CC1

=====

--- b ---
The following is a quantum chemistry calculation of a cluster of 3 separate species, C6H10ClNO2 in total, from OMol25.

```
20
Properties=species:S:1:pos:R:3:mulliken_charge:R:1
C 2.71 0.81 0.19 0.526
C 1.09 -1.20 0.51 -1.016
C 0.28 -0.34 1.61 -0.389
C 1.39 -0.16 -0.48 -0.232
C -0.15 0.85 0.72 0.348
C 0.19 1.79 -1.43 -1.024
N 0.38 0.83 -0.43 0.229
O 3.78 0.76 -0.43 -0.706
O 2.30 1.34 1.17 -0.544
Cl -1.37 2.05 1.06 -0.164
H 1.94 -1.76 0.71 0.446
H 0.39 -1.89 0.13 0.356
H -0.75 -0.85 1.85 0.331
H 0.95 -0.05 2.50 0.305
H 1.77 -0.44 -1.43 0.514
H -2.29 0.01 -0.97 -0.066
H -0.39 2.65 -1.07 0.380
H -1.98 -0.75 -1.15 0.073
H 1.22 2.11 -1.90 0.311
H -0.44 1.34 -2.30 0.324
```

Kohn-Sham gap (alpha / beta): 8.2 / 8.2 eV
Multiplicity: 1

=====

Which is most stable, and by how much? b, by 0.481 eV.

=====

--- a ---
The following is a quantum chemistry calculation of a cluster of 2 separate species, C5H14OS in total, from OMol25.

```
21
Properties=species:S:1:pos:R:3:mulliken_charge:R:1
C -0.52 1.08 -2.18 -1.128
C -1.43 0.42 -1.15 -0.429
C -0.93 0.44 0.29 -0.334
C 0.50 -0.12 0.44 -0.931
S 0.71 -1.77 -0.29 -0.061
C -0.10 -2.79 0.97 -0.814
H -0.17 2.07 -1.86 0.282
H 0.40 0.52 -2.35 0.260
H -1.06 1.21 -3.09 0.376
H -1.67 -0.57 -1.53 0.309
H -2.40 0.92 -1.13 0.348
H -1.54 -0.22 0.88 0.226
H -0.92 1.48 0.62 0.224
H 1.31 0.50 0.07 0.392
H 0.72 -0.22 1.50 0.447
H 0.64 -3.41 1.46 0.318
H -0.82 -3.43 0.47 0.263
H -0.58 -2.14 1.70 0.253
O 1.04 3.61 1.77 -0.640
H 0.35 3.05 2.15 0.319
H 0.55 4.21 1.20 0.320
```

Kohn-Sham gap: 9.1 eV
Multiplicity: 1
SMILES: CCCCSC.O

=====

--- b ---
The following is a quantum chemistry calculation of a cluster of 2 separate species, C5H14OS in total, from OMol25.

```
21
Properties=species:S:1:pos:R:3:mulliken_charge:R:1
C -2.22 0.71 1.24 -1.191
C -1.59 1.19 -0.05 -0.109
C -1.50 0.10 -1.11 -0.963
C -0.47 -1.00 -0.93 -0.600
S 1.19 -0.24 -1.10 -0.088
C 2.31 -1.31 -0.13 -0.654
H -3.25 0.35 1.11 0.382
H -1.57 -0.04 1.70 0.256
H -2.31 1.53 1.95 0.323
H -0.58 1.55 0.19 0.141
H -1.97 2.09 -0.51 0.360
H -1.35 0.51 -2.11 0.357
H -2.48 -0.39 -1.18 0.375
H -0.53 -1.60 -0.03 0.424
H -0.54 -1.68 -1.77 0.350
H 2.22 -0.97 0.89 0.002
H 3.25 -1.25 -0.67 0.335
H 2.11 -2.38 -0.19 0.317
O 0.89 0.87 2.35 -0.580
H 1.32 1.72 2.17 0.303
H 1.60 0.22 2.33 0.259
```

Kohn-Sham gap: 9.0 eV
Multiplicity: 1
SMILES: CCCCSC.O

=====

Which is most stable, and by how much? a, by 0.214 eV.